[1]
The following is a quantum chemistry calculation of a molecular structure, C48H54BrINP3Ti, from the OMol25 dataset.

The geometry in XYZ format:
```
109
Properties=species:S:1:pos:R:3:nbo_charge:R:1
Ti -0.305 0.470 -0.002 1.594
C 1.229 -0.583 -3.351 -0.588
C 2.343 -1.030 -2.410 -0.503
C 3.707 -0.510 -2.857 -0.614
P 1.965 -0.557 -0.662 0.909
C 2.744 -1.793 0.472 -0.525
C 2.984 -1.244 1.877 -0.607
C 3.989 -2.492 -0.074 -0.613
C 2.678 1.079 -0.353 -0.428
C 3.990 1.292 0.081 -0.170
C 4.438 2.566 0.363 -0.191
C 3.565 3.644 0.233 -0.181
C 2.269 3.456 -0.205 -0.203
C 1.816 2.172 -0.528 0.198
N 0.483 1.942 -0.972 -0.840
C -0.074 2.935 -1.822 0.128
C 0.693 3.647 -2.742 -0.196
C 0.121 4.672 -3.476 -0.173
C -1.215 5.010 -3.302 -0.211
C -1.999 4.262 -2.440 -0.158
C -1.443 3.206 -1.721 -0.406
P -2.332 1.881 -0.895 0.937
C -3.466 2.451 0.461 -0.500
C -4.901 1.928 0.362 -0.608
C -3.413 3.965 0.665 -0.607
C -3.288 1.108 -2.276 -0.506
C -4.240 2.036 -3.033 -0.614
C -2.293 0.476 -3.249 -0.595
H 1.467 -0.886 -4.372 0.237
H 1.102 0.502 -3.345 0.212
H 0.286 -1.055 -3.079 0.215
H 2.357 -2.122 -2.387 0.250
H 3.719 0.581 -2.884 0.216
H 3.919 -0.871 -3.864 0.239
H 4.514 -0.843 -2.206 0.219
H 1.953 -2.544 0.537 0.256
H 3.840 -0.569 1.908 0.221
H 3.194 -2.078 2.550 0.240
H 2.121 -0.713 2.274 0.209
H 4.840 -1.814 -0.153 0.210
H 3.822 -2.958 -1.046 0.222
H 4.265 -3.287 0.623 0.240
H 4.665 0.452 0.181 0.226
H 5.459 2.728 0.683 0.240
H 3.906 4.644 0.472 0.239
H 1.603 4.303 -0.309 0.232
H 1.743 3.413 -2.870 0.225
H 0.728 5.222 -4.184 0.238
H -1.646 5.834 -3.855 0.240
H -3.049 4.497 -2.333 0.228
H -3.023 1.979 1.340 0.238
H -5.485 2.472 -0.377 0.220
H -5.392 2.069 1.328 0.232
H -4.946 0.862 0.128 0.216
H -3.923 4.490 -0.145 0.217
H -2.390 4.338 0.722 0.221
H -3.922 4.222 1.596 0.230
H -3.874 0.321 -1.796 0.247
H -3.688 2.713 -3.682 0.221
H -4.880 2.625 -2.381 0.214
H -4.887 1.432 -3.672 0.239
H -1.783 1.244 -3.835 0.226
H -2.812 -0.184 -3.946 0.238
H -1.534 -0.105 -2.727 0.197
C 0.170 -3.271 5.692 -0.148
C -0.350 -2.017 5.993 -0.196
C -0.587 -1.102 4.976 -0.178
C -0.300 -1.456 3.660 -0.400
C 0.229 -2.709 3.356 -0.125
C 0.459 -3.614 4.377 -0.217
P -0.635 -0.323 2.314 0.846
C -0.902 1.369 2.902 -0.407
C 0.110 2.262 2.531 -0.134
C 0.035 3.609 2.867 -0.204
C -1.055 4.061 3.593 -0.159
C -2.071 3.178 3.968 -0.185
C -2.007 1.841 3.617 -0.191
C -2.048 -0.930 1.336 -0.346
C -3.130 -1.602 1.917 -0.189
C -3.991 -2.319 1.106 -0.187
C -3.754 -2.389 -0.267 -0.181
C -2.699 -1.700 -0.844 -0.182
C -1.835 -0.937 -0.059 -0.494
H 0.355 -3.981 6.487 0.237
H -0.571 -1.752 7.018 0.239
H -0.973 -0.117 5.216 0.227
H 0.443 -2.979 2.322 0.219
H 0.867 -4.592 4.152 0.231
H 1.007 1.892 2.041 0.215
H 0.828 4.284 2.572 0.237
H -1.123 5.103 3.878 0.242
H -2.914 3.545 4.540 0.242
H -2.812 1.164 3.893 0.234
H -3.254 -1.607 2.995 0.232
H -4.823 -2.859 1.540 0.243
H -4.405 -2.990 -0.890 0.239
H -2.555 -1.766 -1.916 0.219
Br 1.839 -5.416 1.351 0.064
C 2.351 -5.762 -0.440 -0.119
C 3.436 -6.603 -0.643 -0.224
C 3.837 -6.916 -1.931 -0.177
C 3.149 -6.393 -3.019 -0.212
C 2.066 -5.556 -2.816 -0.166
C 1.660 -5.231 -1.524 -0.232
I 0.025 -3.933 -1.338 0.207
H 3.954 -7.016 0.212 0.243
H 4.681 -7.575 -2.083 0.239
H 3.450 -6.643 -4.028 0.237
H 1.524 -5.157 -3.663 0.223
```

## Properties
Lowest unoccupied orbital energy (eV): -6.24
Total charge: +2
Calculated total energy (eV): -181255.5058

***

[2]
The following is a quantum chemistry calculation of 2 unconnected molecules or ions with the total composition CH3Br3SSi in a non-equilibrium geometry, from the OMol25 dataset.

The geometry in XYZ format:
```
9
Properties=species:S:1:pos:R:3:nbo_charge:R:1
C 0.780 0.439 -0.334 -1.037
Si -0.941 -0.289 0.023 1.300
S 1.991 -0.930 -0.284 0.036
Br -1.657 -1.828 -1.374 -0.200
Br -2.902 2.642 -0.227 -0.568
Br -1.132 -0.982 2.109 -0.222
H 0.831 0.853 -1.335 0.280
H 1.063 1.209 0.382 0.278
H 1.967 -1.114 1.042 0.133
```

## Properties
Energy relative to the best compared isomer or geometry (same formula, charge and spin) (kJ/mol): 257.2
Lowest unoccupied orbital energy (spin up / spin down) (eV): -2.60 / -2.60
Calculated total energy (eV): -229927.0967

***

[3]
The following is a quantum chemistry calculation of C5H10O2S2 in the gas phase in a non-equilibrium geometry, from the OMol25 dataset.

The geometry in XYZ format:
```
19
Properties=species:S:1:pos:R:3:nbo_charge:R:1
C -0.155 1.413 1.038 0.004
C 0.159 0.333 -0.041 -0.615
C -0.908 1.155 2.259 -0.728
C 2.643 0.143 -1.346 -0.728
C -1.378 -1.783 -1.102 -0.853
O -0.891 -1.566 1.618 -0.936
O 0.951 -2.173 0.036 -0.956
S 0.904 0.771 -1.527 0.247
S -0.260 -1.386 0.303 2.109
H 0.249 2.411 0.699 0.220
H -1.930 1.438 1.981 0.247
H -0.740 0.056 2.567 0.298
H -0.516 1.871 3.032 0.229
H 3.289 1.063 -0.932 0.221
H 2.974 -0.023 -2.480 0.232
H 2.601 -0.718 -0.724 0.254
H -1.968 -0.985 -1.509 0.244
H -0.519 -1.974 -1.827 0.261
H -1.915 -2.671 -0.812 0.249
```

## Properties
Energy relative to the best compared isomer or geometry (same formula, charge and spin) (kJ/mol): 163.0
Lowest unoccupied orbital energy (spin up / spin down) (eV): -0.05 / -0.05
SMILES string: C/C=C(/SC)S(C)(=O)=O
Calculated total energy (eV): -31109.3947

***

[4]
The following is a quantum chemistry calculation of a molecular structure, C8H22AlF4N4O10S4 in a non-equilibrium geometry, from the OMol25 dataset.

The geometry in XYZ format:
```
53
Properties=species:S:1:pos:R:3:mulliken_spin:R:1
Al -0.980 0.982 -0.273 0.306
N 0.870 2.855 -1.291 -0.333
S 1.314 3.274 -2.661 0.106
O 2.605 2.732 -3.130 -0.432
O 0.784 4.497 -3.279 -0.313
F 0.412 2.197 -3.356 0.004
S 1.844 4.114 -0.533 0.012
O 1.471 5.496 -0.683 -0.015
O 3.256 3.791 -0.427 -0.021
F 1.390 3.906 0.977 0.000
N -1.032 -1.733 0.859 0.503
S -2.338 -2.771 1.380 -0.022
O -2.517 -2.635 2.793 0.049
O -2.571 -4.018 0.661 0.016
F -3.486 -1.773 0.780 -0.002
S 0.003 -2.801 1.000 -0.088
O 0.125 -3.540 -0.258 0.422
O 0.365 -3.480 2.237 0.131
F 1.185 -1.674 0.795 -0.011
C 1.975 0.575 4.125 0.021
C 0.827 0.466 3.147 -0.008
C -0.441 1.194 3.654 0.015
O -1.430 0.772 2.685 0.030
C -2.789 0.488 3.208 0.007
N 1.293 1.016 1.849 0.171
H 1.622 0.374 5.136 0.005
H 2.475 1.542 4.075 0.000
H 2.664 -0.242 3.910 -0.001
H 0.562 -0.589 3.077 0.001
H -0.437 2.284 3.635 -0.001
H -0.670 0.756 4.625 0.001
H -3.502 0.043 2.514 0.002
H -3.131 1.475 3.521 0.002
H -2.725 -0.184 4.064 0.000
H 1.973 0.302 1.630 0.001
H 1.872 1.747 2.236 -0.001
C -1.645 -2.291 -4.357 0.050
C -1.046 -1.739 -2.974 -0.002
C 0.341 -1.191 -3.133 0.007
O 0.906 -0.560 -1.972 0.064
C 2.352 -0.327 -2.018 -0.004
N -1.907 -0.660 -2.615 0.322
H -1.082 -3.114 -4.797 0.013
H -2.032 -1.548 -5.055 -0.002
H -2.538 -2.913 -4.293 -0.001
H -1.061 -2.434 -2.135 0.007
H 0.424 -0.486 -3.959 -0.001
H 0.963 -2.061 -3.344 0.002
H 2.747 0.290 -1.210 0.001
H 2.755 0.081 -2.945 -0.002
H 2.837 -1.296 -1.903 0.000
H -2.791 -1.149 -2.575 -0.008
H -2.061 -0.042 -3.399 -0.004
```

## Properties
<S²>: 1.789
Lowest unoccupied orbital energy (spin up / spin down) (eV): -11.68 / -11.71
Total charge: +2
Spin multiplicity: 2
Calculated total energy (eV): -95865.0266

***

[5]
The following is a quantum chemistry calculation of 2 unconnected molecules or ions with the total composition C4H11NO in a non-equilibrium geometry, from the OMol25 dataset.

The geometry in XYZ format:
```
17
Properties=species:S:1:pos:R:3:nbo_charge:R:1
C 1.574 -0.223 1.092 -0.610
C 0.854 0.033 -0.253 -0.440
C 0.455 -1.202 -1.010 0.205
C 0.991 -2.409 -0.825 -0.530
N -0.468 -0.942 -2.034 -0.819
H 1.032 -1.032 1.594 0.208
H 2.603 -0.564 0.997 0.211
H 1.453 0.662 1.709 0.211
H -0.033 0.617 0.026 0.197
H 1.445 0.621 -0.940 0.225
H 1.662 -2.466 0.025 0.207
H 0.705 -3.210 -1.485 0.200
H -0.773 -1.777 -2.511 0.366
H -1.286 -0.430 -1.742 0.367
H -2.014 3.322 2.688 0.467
H -3.320 3.046 1.966 0.466
O -2.744 3.773 2.239 -0.933
```

## Properties
Energy relative to the best compared isomer or geometry (same formula, charge and spin) (kJ/mol): 114.4
Lowest unoccupied orbital energy (eV): 0.53
SMILES string: C=C(N)CC.O
Calculated total energy (eV): -7863.3675

***

[6]
The following is a quantum chemistry calculation of CH5N3OS in the gas phase in a non-equilibrium geometry, from the OMol25 dataset.

The geometry in XYZ format:
```
11
Properties=species:S:1:pos:R:3:nbo_charge:R:1
C -0.123 0.597 -0.129 0.536
H -2.056 -1.646 -0.707 0.476
H -1.992 0.677 0.489 0.378
H 1.127 2.042 0.059 0.361
H 0.165 -1.382 -0.090 0.425
H 2.840 -0.073 1.041 0.103
N -1.495 0.212 -0.340 -0.323
N 0.182 1.822 -0.122 -0.732
N 0.706 -0.533 -0.042 -0.809
O -1.726 -1.214 0.058 -0.610
S 2.375 -0.502 -0.216 0.196
```

## Properties
Energy relative to the best compared isomer or geometry (same formula, charge and spin) (kJ/mol): 162.2
Lowest unoccupied orbital energy (eV): 0.59
SMILES string: [H]/N=C(/NO)NS
Calculated total energy (eV): -18468.7535